Entry 1:
{"formula": "C56H46OPPtS3Sb", "method": "ωB97M-V/def2-TZVPD", "symbols": ["Pt", "C", "C", "C", "C", "C", "C", "P", "C", "C", "C", "C", "C", "C", "C", "C", "C", "C", "C", "C", "C", "C", "C", "C", "H", "H", "H", "H", "H", "H", "H", "H", "H", "H", "H", "H", "H", "H", "H", "H", "O", "C", "C", "C", "C", "C", "S", "C", "C", "C", "C", "S", "C", "C", "C", "C", "S", "H", "H", "H", "H", "H", "H", "H", "H", "H", "C", "C", "C", "C", "C", "C", "C", "Sb", "C", "C", "C", "C", "C", "C", "C", "C", "C", "C", "C", "C", "C", "C", "H", "H", "H", "H", "H", "H", "H", "H", "H", "H", "H", "H", "H", "H", "H", "H", "H", "H", "H", "H", "H"], "coordinates": [[0.13990, 0.86211, -0.20047], [1.93259, -0.47162, 5.71306], [0.68512, 0.00319, 5.33229], [0.48484, 0.47366, 4.04628], [1.54333, 0.49743, 3.14018], [2.79213, 0.01087, 3.52124], [2.98114, -0.47470, 4.80771], [1.28586, 1.34824, 1.55890], [2.92100, 1.53047, 0.77867], [3.48048, 0.41498, 0.15336], [4.66809, 0.52563, -0.54765], [5.30150, 1.75712, -0.64705], [4.74889, 2.86970, -0.03286], [3.56898, 2.75799, 0.68860], [0.74695, 3.00527, 2.05216], [1.23415, 3.79789, 3.05846], [0.65424, 5.06581, 3.26626], [-0.40524, 5.48690, 2.50335], [-0.95559, 4.66919, 1.48792], [-2.07108, 5.02884, 0.69333], [-2.53148, 4.15458, -0.24992], [-1.91862, 2.89813, -0.47098], [-0.84036, 2.50211, 0.28416], [-0.35286, 3.41348, 1.26953], [2.08544, -0.84265, 6.71879], [-0.13694, -0.00085, 6.03609], [-0.48725, 0.85807, 3.75449], [3.62178, 0.03730, 2.82735], [3.95655, -0.83853, 5.10467], [2.97499, -0.54296, 0.18795], [5.08836, -0.34442, -1.03632], [6.21923, 1.85120, -1.21318], [5.22564, 3.83677, -0.12739], [3.13111, 3.63955, 1.13735], [2.05288, 3.46215, 3.68418], [1.04630, 5.70791, 4.04456], [-0.85574, 6.45496, 2.69060], [-2.54437, 5.99094, 0.84591], [-3.37526, 4.42805, -0.87215], [-2.28415, 2.27955, -1.28140], [1.00898, 0.74688, -2.10431], [0.88207, 1.51570, -3.25304], [1.38552, 0.67999, -4.42736], [2.45223, -0.16838, -4.38124], [2.73484, -0.76369, -5.63813], [1.87796, -0.34929, -6.61298], [0.72583, 0.75810, -6.00753], [-0.56976, 1.90436, -3.47817], [-1.12216, 3.07123, -3.90837], [-2.54372, 3.01944, -3.98045], [-3.03860, 1.80974, -3.60355], [-1.78671, 0.72556, -3.16555], [1.73796, 2.77903, -3.12483], [1.64303, 3.73838, -2.15687], [2.59472, 4.77900, -2.31062], [3.39315, 4.59573, -3.40001], [2.99249, 3.16107, -4.23343], [2.99314, -0.34864, -3.46320], [3.53448, -1.46945, -5.81353], [1.85847, -0.65099, -7.64790], [-0.52776, 3.94198, -4.14648], [-3.16627, 3.84680, -4.29076], [-4.07164, 1.50171, -3.56001], [0.91432, 3.70082, -1.36104], [2.67729, 5.62509, -1.64194], [4.19512, 5.22740, -3.74755], [-0.93872, -5.58732, 0.57727], [-1.18726, -5.05010, -0.80866], [-1.36172, -5.98658, -1.83011], [-1.60128, -5.60890, -3.13785], [-1.66230, -4.25994, -3.45785], [-1.48266, -3.32278, -2.45687], [-1.25478, -3.68928, -1.12451], [-1.14325, -1.89187, 0.07442], [-3.24623, -1.61571, 0.34801], [-3.68997, -0.37647, -0.11240], [-5.02754, -0.01262, -0.06442], [-5.94787, -0.90696, 0.45356], [-5.52366, -2.15501, 0.88654], [-4.18595, -2.53956, 0.82754], [-3.83362, -3.95711, 1.17797], [-0.54450, -2.50894, 2.03186], [-1.39255, -2.35787, 3.12414], [-1.01424, -2.78345, 4.38709], [0.24560, -3.32982, 4.57519], [1.12107, -3.42749, 3.50397], [0.74142, -3.02770, 2.22634], [1.70080, -3.19582, 1.07982], [-1.72233, -6.29492, 0.85624], [-0.90767, -4.81080, 1.33448], [0.00874, -6.13104, 0.61519], [-1.30934, -7.04114, -1.58089], [-1.73377, -6.36218, -3.90416], [-1.83915, -3.93852, -4.47619], [-1.51110, -2.27320, -2.72714], [-2.96942, 0.32947, -0.50759], [-5.33912, 0.96225, -0.41828], [-6.99664, -0.64423, 0.51291], [-6.25198, -2.86411, 1.26362], [-4.63107, -4.42266, 1.75711], [-2.90956, -4.03731, 1.74681], [-3.69991, -4.54085, 0.26334], [-2.37728, -1.92285, 2.98353], [-1.69695, -2.67926, 5.22133], [0.55651, -3.66103, 5.55826], [2.11613, -3.83052, 3.65613], [2.72119, -3.33383, 1.43762], [1.69386, -2.33103, 0.41108], [1.44058, -4.06283, 0.46637]], "atomic_forces_ev_per_a": [[0.061, -0.610, -0.422], [0.045, -0.011, 0.039], [-0.059, -0.033, -0.048], [-0.010, 0.045, 0.033], [0.172, -0.062, -0.078], [-0.083, 0.045, 0.007], [0.036, -0.010, 0.002], [0.144, 0.708, 0.513], [0.109, -0.149, 0.271], [-0.007, 0.005, -0.016], [0.005, -0.009, -0.043], [0.013, 0.026, -0.006], [0.013, 0.008, 0.004], [-0.089, -0.002, -0.080], [-0.091, -0.069, 0.156], [0.010, -0.064, -0.120], [-0.041, 0.046, 0.005], [-0.009, 0.009, 0.059], [0.086, -0.033, 0.017], [-0.027, -0.012, 0.018], [-0.027, 0.068, 0.014], [0.203, -0.056, 0.139], [-0.145, 0.647, -0.312], [0.029, -0.312, 0.060], [0.001, 0.011, -0.001], [0.000, -0.003, 0.004], [0.022, -0.037, -0.020], [0.008, 0.007, -0.010], [-0.009, -0.017, 0.000], [-0.017, -0.011, 0.022], [-0.007, 0.009, 0.006], [-0.009, -0.005, -0.005], [0.010, -0.013, 0.004], [0.006, -0.006, 0.036], [0.006, 0.002, 0.008], [-0.012, -0.003, 0.004], [0.024, 0.010, -0.009], [-0.009, 0.001, -0.023], [-0.009, -0.002, 0.003], [-0.028, 0.106, 0.153], [-0.649, -0.301, -0.403], [0.236, -0.042, 0.302], [0.096, 0.023, 0.078], [-0.109, 0.010, 0.027], [0.006, -0.017, -0.058], [0.037, -0.036, -0.013], [-0.045, 0.031, -0.040], [-0.019, 0.031, -0.003], [0.074, -0.016, 0.025], [-0.054, -0.031, 0.006], [-0.046, -0.009, -0.106], [0.060, -0.168, -0.187], [-0.125, 0.097, -0.037], [0.005, -0.059, -0.046], [0.022, 0.022, -0.012], [0.005, 0.050, 0.036], [0.038, -0.050, -0.001], [0.005, -0.006, -0.015], [-0.004, -0.001, 0.013], [-0.011, 0.019, 0.003], [-0.010, 0.002, 0.003], [0.012, 0.004, 0.003], [0.014, -0.018, 0.005], [-0.073, -0.024, 0.040], [0.009, -0.003, -0.004], [-0.007, -0.010, -0.010], [0.021, -0.054, 0.024], [0.042, 0.021, 0.140], [0.011, -0.007, 0.007], [-0.008, 0.040, -0.041], [0.003, -0.065, -0.009], [0.034, 0.026, 0.011], [0.006, 0.005, -0.151], [0.200, 0.076, 0.007], [-0.044, 0.111, -0.107], [0.069, 0.102, 0.134], [-0.019, -0.001, 0.024], [-0.003, -0.018, 0.006], [-0.014, 0.004, -0.004], [-0.022, -0.051, -0.121], [0.031, -0.061, 0.012], [0.022, -0.074, 0.010], [-0.186, -0.027, -0.109], [0.044, -0.002, 0.068], [0.009, 0.017, -0.003], [-0.044, -0.002, 0.018], [0.047, 0.051, 0.020], [0.032, -0.034, -0.037], [0.003, 0.000, -0.003], [0.013, 0.007, -0.017], [0.001, 0.011, -0.009], [-0.002, 0.004, 0.015], [-0.002, 0.004, 0.001], [0.006, -0.001, 0.007], [-0.015, 0.082, -0.012], [0.002, 0.029, 0.048], [0.007, 0.000, 0.001], [0.003, 0.001, -0.005], [0.001, 0.006, 0.007], [0.002, 0.007, 0.012], [0.005, 0.068, 0.031], [-0.001, 0.010, 0.015], [0.004, -0.027, -0.007], [0.000, -0.001, -0.001], [-0.002, -0.001, -0.003], [-0.001, 0.005, 0.008], [-0.003, -0.008, 0.004], [-0.019, 0.029, 0.012], [-0.016, -0.005, 0.006]], "mulliken_charge": [3.02, -0.57, -0.89, -0.39, 0.75, -0.55, -0.73, 1.32, 0.30, 0.20, -0.76, -0.81, -0.52, -0.93, -1.04, -0.13, -0.94, -0.86, 1.29, -1.11, -1.50, 0.48, -0.32, 0.45, 0.42, 0.43, 0.52, 0.44, 0.43, 0.00, 0.44, 0.37, 0.40, 0.38, 0.56, 0.42, 0.43, 0.41, 0.51, -0.04, -1.34, 3.09, -1.15, -0.43, -0.75, -0.56, -0.10, -0.94, 0.08, -0.92, -0.64, 0.03, -0.30, -0.14, -1.09, -0.47, -0.17, 0.47, 0.41, 0.45, 0.67, 0.44, 0.54, 0.58, 0.43, 0.48, -1.56, 1.08, -0.68, -0.64, -0.84, -1.07, 0.91, 0.74, -0.01, -0.35, -0.78, -0.83, -0.87, 0.95, -1.05, 0.59, -0.56, -0.85, -0.89, -0.58, 1.06, -1.30, 0.52, -0.19, 0.50, 0.44, 0.37, 0.48, 0.46, 0.14, 0.54, 0.38, 0.41, 0.48, 0.05, 0.23, 0.52, 0.43, 0.37, 0.41, 0.55, -0.20, 0.05], "homo_ev": -7.4, "spin_multiplicity": 1, "total_charge": 0, "lumo_ev": -0.3}

---

Entry 2:
{"formula": "C3H3Br2F", "method": "ωB97M-V/def2-TZVPD", "symbols": ["C", "C", "C", "F", "Br", "Br", "H", "H", "H"], "coordinates": [[1.08364, 0.66401, -1.49642], [-0.04210, 0.69559, 1.50357], [-1.08434, 0.12303, 2.16998], [-2.31431, 0.33501, 1.72968], [1.65004, 0.65104, 2.22430], [-1.14549, 0.46748, 4.26032], [0.42274, 1.54467, -1.44862], [1.18750, 0.74744, -2.59055], [-0.89025, -0.99430, 2.25961]], "atomic_forces_ev_per_a": [[-0.063, 0.307, -0.395], [2.407, 1.355, -1.528], [-0.791, -2.706, 3.604], [-0.739, 0.448, -0.390], [-0.845, -0.038, -0.173], [-0.094, -0.011, -0.975], [-0.254, 0.230, 0.802], [0.423, -0.574, -0.495], [-0.043, 0.988, -0.450]], "mulliken_charge": [-0.35, -0.11, 0.09, -0.19, 0.05, -0.15, 0.17, 0.20, 0.30], "homo_ev": [-9.2, -9.2], "spin_multiplicity": 1, "total_charge": 0, "lumo_ev": [-2.0, -1.9]}

---

Max |F| for every record listed, in sequence, given in Eh/bohr: 0.0172; 0.0890.
Energy relative to the best compared isomer or geometry (same formula, charge and spin) for every record listed, in sequence, given in eV: 0.906; 7.632.